(P)
Formula: C19H20N2O4
Source: the Open Molecules 2025 dataset
Level of theory: ωB97M-V with the def2-TZVPD basis set

CARTESIAN COORDINATES (ANGSTROEM)
1 C 3.21 1.88 -1.42
2 C 3.63 1.23 -0.11
3 O 2.75 0.20 0.29
4 C 1.53 0.52 0.79
5 C 1.09 1.79 1.11
6 C -0.21 2.01 1.56
7 C -1.08 0.95 1.73
8 C -2.54 1.18 2.00
9 C -3.22 1.61 0.67
10 N -2.62 0.90 -0.44
11 C -1.64 1.48 -1.23
12 O -1.40 2.66 -1.29
13 C -1.00 0.35 -1.95
14 C 0.07 0.30 -2.83
15 C 0.46 -0.97 -3.23
16 C -0.22 -2.09 -2.77
17 N -1.26 -2.04 -1.94
18 C -1.62 -0.83 -1.55
19 C -2.69 -0.48 -0.56
20 O -3.47 -1.19 0.02
21 C -0.62 -0.35 1.47
22 C 0.66 -0.58 0.99
23 O 1.16 -1.79 0.64
24 C 0.42 -2.97 0.90
25 C 0.45 -3.36 2.37
26 H 3.15 1.13 -2.20
27 H 2.23 2.36 -1.32
28 H 3.94 2.64 -1.71
29 H 4.59 0.72 -0.24
30 H 3.74 1.98 0.68
31 H 1.74 2.65 0.99
32 H -0.53 3.02 1.76
33 H -3.00 0.25 2.35
34 H -2.69 1.96 2.74
35 H -4.29 1.39 0.71
36 H -3.06 2.67 0.48
37 H 0.57 1.19 -3.16
38 H 1.30 -1.10 -3.90
39 H 0.08 -3.08 -3.07
40 H -1.30 -1.17 1.63
41 H -0.61 -2.87 0.54
42 H 0.92 -3.73 0.30
43 H -0.08 -4.30 2.51
44 H -0.02 -2.60 2.99
45 H 1.48 -3.49 2.70

These are the Mulliken partial charges, in e, on atoms 1 to 6: number 1, C, carries -0.881; number 2, C, carries -0.522; number 3, O, carries -0.515; number 4, C, carries 0.813; number 5, C, carries -0.546; number 6, C, carries -0.819


(Q)
Formula: C19H20N2O4
Source: the Open Molecules 2025 dataset
Level of theory: ωB97M-V with the def2-TZVPD basis set

CARTESIAN COORDINATES (ANGSTROEM)
1 O 2.03 -1.91 3.70
2 C 1.42 -1.55 4.67
3 O 1.50 -2.19 5.85
4 C 0.48 -0.38 4.74
5 C -0.96 -0.91 4.68
6 C -1.14 -1.87 3.51
7 O -1.40 -3.04 3.67
8 N -0.96 -1.25 2.32
9 C -0.88 -1.79 1.05
10 C -1.00 -3.16 0.82
11 C -0.85 -3.67 -0.46
12 C -0.58 -2.83 -1.52
13 C -0.49 -1.47 -1.31
14 C -0.65 -0.92 -0.04
15 C -0.57 0.55 0.17
16 O -0.31 1.06 1.26
17 N -0.86 1.32 -0.90
18 C -0.67 2.75 -0.90
19 C 0.68 3.13 -1.54
20 C 0.79 2.56 -2.92
21 C 0.20 3.21 -4.00
22 C 0.24 2.65 -5.27
23 C 0.87 1.43 -5.46
24 C 1.46 0.78 -4.39
25 C 1.42 1.34 -3.13
26 H 2.06 -2.98 5.77
27 H 0.68 0.29 3.90
28 H 0.63 0.16 5.68
29 H -1.19 -1.45 5.60
30 H -1.66 -0.07 4.58
31 H -0.73 -0.25 2.32
32 H -1.18 -3.81 1.65
33 H -0.94 -4.74 -0.62
34 H -0.44 -3.23 -2.52
35 H -0.24 -0.84 -2.15
36 H -1.04 0.89 -1.79
37 H -0.70 3.09 0.14
38 H -1.49 3.21 -1.46
39 H 0.75 4.22 -1.56
40 H 1.48 2.74 -0.91
41 H -0.29 4.16 -3.85
42 H -0.21 3.16 -6.10
43 H 0.91 0.99 -6.45
44 H 1.95 -0.17 -4.54
45 H 1.88 0.83 -2.30

These are the Mulliken partial charges, in e, on atoms 1 to 6: number 1, O, carries -0.565; number 2, C, carries 0.658; number 3, O, carries -0.462; number 4, C, carries -0.556; number 5, C, carries -0.954; number 6, C, carries 0.550


Stability, lowest: (P)


(P)
Formula: C18H15BF4OScSe3SiTe
Source: the Open Molecules 2025 dataset
Level of theory: ωB97M-V with the def2-TZVPD basis set

CARTESIAN COORDINATES (ANGSTROEM)
1 Sc 0.84 2.96 0.43
2 Se -0.45 4.96 -0.73
3 Se 1.13 5.86 0.78
4 Te 3.35 5.47 -0.37
5 Se 3.49 3.03 0.17
6 F 0.95 3.48 4.04
7 B 0.16 2.74 3.23
8 F -0.66 1.87 3.87
9 F -0.55 3.53 2.28
10 F 1.02 1.95 2.28
11 O 0.39 1.50 -0.74
12 Si -0.02 -0.06 -0.53
13 C 1.37 -1.04 0.27
14 C 2.45 -1.45 -0.51
15 C 3.55 -2.09 0.05
16 C 3.58 -2.32 1.42
17 C 2.52 -1.92 2.21
18 C 1.43 -1.28 1.64
19 C -0.34 -0.74 -2.25
20 C -0.60 0.17 -3.28
21 C -0.88 -0.27 -4.57
22 C -0.92 -1.63 -4.85
23 C -0.66 -2.54 -3.84
24 C -0.38 -2.10 -2.56
25 C -1.55 -0.20 0.54
26 C -2.32 0.91 0.87
27 C -3.45 0.79 1.68
28 C -3.82 -0.46 2.16
29 C -3.06 -1.58 1.84
30 C -1.94 -1.44 1.04
31 H 2.45 -1.27 -1.58
32 H 4.38 -2.40 -0.57
33 H 4.44 -2.82 1.86
34 H 2.55 -2.08 3.28
35 H 0.62 -0.95 2.28
36 H -0.55 1.23 -3.07
37 H -1.07 0.45 -5.36
38 H -1.14 -1.97 -5.85
39 H -0.68 -3.61 -4.05
40 H -0.17 -2.82 -1.78
41 H -2.06 1.90 0.50
42 H -4.02 1.67 1.93
43 H -4.69 -0.55 2.79
44 H -3.35 -2.55 2.21
45 H -1.35 -2.32 0.82

Computed properties:
Net charge   -1

These are the Mulliken partial charges, in e, on atoms 1 to 6: number 1, Sc, carries 1.034; number 2, Se, carries -0.453; number 3, Se, carries -0.364; number 4, Te, carries -0.091; number 5, Se, carries -0.470; number 6, F, carries -0.318


(Q)
Formula: C18H15BF4OScSe3SiTe
Source: the Open Molecules 2025 dataset
Level of theory: ωB97M-V with the def2-TZVPD basis set

CARTESIAN COORDINATES (ANGSTROEM)
1 Sc 0.50 -2.97 -0.74
2 Se 2.84 -3.75 -1.67
3 Se 1.49 -5.66 -1.31
4 Te -0.19 -5.59 -3.20
5 Se -1.57 -3.75 -2.20
6 F -0.43 -4.89 2.25
7 B 0.12 -3.67 2.05
8 F 0.25 -2.90 3.16
9 F 1.35 -3.76 1.32
10 F -0.70 -2.93 1.04
11 O 0.58 -1.09 -1.11
12 Si 0.15 0.29 -0.40
13 C -1.71 0.37 -0.10
14 C -2.56 0.77 -1.14
15 C -3.94 0.72 -1.00
16 C -4.50 0.27 0.19
17 C -3.67 -0.13 1.23
18 C -2.30 -0.08 1.08
19 C 0.65 1.66 -1.60
20 C 1.53 1.34 -2.64
21 C 1.95 2.31 -3.54
22 C 1.49 3.61 -3.43
23 C 0.61 3.95 -2.41
24 C 0.20 2.98 -1.51
25 C 1.04 0.46 1.25
26 C 2.09 -0.40 1.58
27 C 2.74 -0.29 2.80
28 C 2.35 0.69 3.71
29 C 1.31 1.56 3.39
30 C 0.67 1.43 2.17
31 H -2.13 1.11 -2.07
32 H -4.57 1.03 -1.82
33 H -5.57 0.23 0.30
34 H -4.11 -0.50 2.15
35 H -1.67 -0.42 1.90
36 H 1.88 0.32 -2.73
37 H 2.64 2.04 -4.34
38 H 1.82 4.37 -4.14
39 H 0.24 4.96 -2.32
40 H -0.50 3.25 -0.73
41 H 2.41 -1.16 0.88
42 H 3.53 -0.98 3.05
43 H 2.85 0.77 4.66
44 H 1.01 2.32 4.09
45 H -0.16 2.10 1.93

Computed properties:
Net charge   -1

These are the Mulliken partial charges, in e, on atoms 1 to 6: number 1, Sc, carries 1.007; number 2, Se, carries -0.447; number 3, Se, carries -0.359; number 4, Te, carries -0.091; number 5, Se, carries -0.475; number 6, F, carries -0.318


Stability, lowest: (P)


(P)
Formula: C4H6O2S2
Source: the Open Molecules 2025 dataset
Level of theory: ωB97M-V with the def2-TZVPD basis set

CARTESIAN COORDINATES (ANGSTROEM)
1 O 1.21 1.52 -0.99
2 C 1.30 0.86 -0.03
3 O 1.66 1.22 1.16
4 C 0.72 -0.64 0.04
5 C -0.75 -0.38 0.27
6 S -1.69 -2.10 0.36
7 C -1.40 0.52 -0.77
8 S -2.20 1.74 -0.30
9 H 1.99 2.13 1.23
10 H 0.92 -1.22 -0.91
11 H 1.14 -1.16 0.90
12 H -0.96 0.06 1.24
13 H -0.83 -2.93 -0.41
14 H -1.10 0.38 -1.78

These are the Mulliken partial charges, in e, on atoms 1 to 6: number 1, O, carries -0.484; number 2, C, carries 0.439; number 3, O, carries -0.431; number 4, C, carries -0.693; number 5, C, carries -0.215; number 6, S, carries -0.224


(Q)
Formula: C4H6O2S2
Source: the Open Molecules 2025 dataset
Level of theory: ωB97M-V with the def2-TZVPD basis set

CARTESIAN COORDINATES (ANGSTROEM)
1 O 0.70 -1.10 -1.52
2 C -0.46 -1.02 -1.18
3 C -0.99 -0.43 0.14
4 S -1.64 -1.77 1.13
5 C 0.15 0.21 0.85
6 O 0.61 1.41 0.13
7 C 1.78 1.47 -0.47
8 S 2.23 2.79 -1.34
9 H -1.28 -1.42 -1.80
10 H -1.72 0.36 -0.08
11 H -2.60 -1.10 1.79
12 H -0.11 0.54 1.87
13 H 0.98 -0.49 0.88
14 H 2.36 0.54 -0.43

These are the Mulliken partial charges, in e, on atoms 1 to 6: number 1, O, carries -0.434; number 2, C, carries -0.057; number 3, C, carries 0.015; number 4, S, carries -0.198; number 5, C, carries -0.665; number 6, O, carries -0.350


(R)
Formula: C4H6O2S2
Source: the Open Molecules 2025 dataset
Level of theory: ωB97M-V with the def2-TZVPD basis set

CARTESIAN COORDINATES (ANGSTROEM)
1 C 1.48 -1.32 -1.54
2 O 1.31 0.11 -1.65
3 C 0.96 0.80 -0.53
4 S 0.81 2.42 -0.37
5 C 0.55 -0.04 0.84
6 O 0.10 -1.32 0.47
7 C -1.24 -1.62 0.76
8 S -2.42 -0.56 1.23
9 H 0.37 -1.61 -1.75
10 H 2.00 -1.44 -2.58
11 H 1.89 -1.74 -0.66
12 H 1.45 -0.09 1.72
13 H -0.43 0.69 1.29
14 H -1.29 -2.80 0.44

These are the Mulliken partial charges, in e, on atoms 1 to 6: number 1, C, carries -0.595; number 2, O, carries -0.309; number 3, C, carries 0.387; number 4, S, carries -0.263; number 5, C, carries -0.488; number 6, O, carries -0.205


Stability, lowest: (R)


(P)
Formula: C4H6O2S2
Source: the Open Molecules 2025 dataset
Level of theory: ωB97M-V with the def2-TZVPD basis set

CARTESIAN COORDINATES (ANGSTROEM)
1 C 1.77 0.52 -1.78
2 S 1.33 0.63 -0.02
3 C 0.19 -0.70 -0.04
4 O 0.13 -1.52 -0.91
5 C -0.62 -0.80 1.26
6 C -1.83 0.12 1.19
7 O -1.65 1.40 0.87
8 S -3.31 -0.46 1.46
9 H 2.29 -0.42 -1.92
10 H 2.42 1.37 -1.98
11 H 0.88 0.56 -2.43
12 H -0.91 -1.82 1.41
13 H 0.00 -0.47 2.10
14 H -0.69 1.60 0.79

These are the Mulliken partial charges, in e, on atoms 1 to 6: number 1, C, carries -0.814; number 2, S, carries -0.071; number 3, C, carries 0.651; number 4, O, carries -0.492; number 5, C, carries -0.969; number 6, C, carries 0.505


(Q)
Formula: C4H6O2S2
Source: the Open Molecules 2025 dataset
Level of theory: ωB97M-V with the def2-TZVPD basis set

CARTESIAN COORDINATES (ANGSTROEM)
1 C 0.69 -2.00 -0.32
2 O -0.05 -0.85 -0.91
3 C 0.53 0.28 -0.81
4 S 2.16 0.74 -1.52
5 S 1.75 2.53 -0.42
6 C 0.38 1.44 0.02
7 O -0.66 1.93 0.77
8 C -1.69 0.86 0.97
9 H 0.02 -2.80 -0.51
10 H 0.87 -1.79 0.76
11 H 1.73 -2.18 -0.94
12 H -1.20 -0.02 1.16
13 H -2.18 0.77 -0.02
14 H -2.35 1.10 1.78

These are the Mulliken partial charges, in e, on atoms 1 to 6: number 1, C, carries -0.630; number 2, O, carries -0.394; number 3, C, carries 0.503; number 4, S, carries -0.163; number 5, S, carries -0.130; number 6, C, carries 0.166


Stability, lowest: (Q)